DFT (wB97M-V/def2-TZVPD) results for a single C2H4OS2 molecule.

```
9
Properties=species:S:1:pos:R:3:nbo_charge:R:1
C 0.2822 -0.5965 0.4352 -0.64
C -0.8438 0.2500 0.0719 0.23
H 1.2639 -0.1945 -1.5434 0.13
H 0.0294 -1.6738 0.2610 0.27
H 0.3626 -0.5041 1.5601 0.25
H 0.0345 1.9510 0.1439 0.49
O -0.7741 1.5390 -0.1732 -0.63
S 1.8669 -0.2229 -0.3746 -0.01
S -2.2217 -0.5482 -0.3809 -0.09
```

The energy relative to the best compared isomer or geometry (same formula, charge and spin) is 0.523 eV. Its multiplicity is 1. As for the largest force on an atom: 3.8 eV Å⁻¹. The calculation puts the frontier orbital gap at 8.80 eV.